(1)
Molecular formula: C44H29BrCl2F5GeN2O3RuSe
Method: DFT, wB97M-V/def2-TZVPD

net charge	-1
energy relative to the best compared isomer or geometry (same formula, charge and spin)	21.037	eV
LUMO (spin up / spin down)	1.75 / 1.75	eV
orbital gap (spin up / spin down)	5.663 / 5.661	eV
E	-288319.625	eV
molar mass	1132.17	u

Structure (XYZ):
```
89
Properties=species:S:1:pos:R:3:forces:R:3
Ru -0.60054 0.05402 0.21105 0.219 0.070 -0.264
O -2.35051 5.02303 -3.12165 -0.005 -0.006 0.011
C -2.00842 3.90333 -2.44092 0.010 -0.023 0.006
C -0.94578 3.08753 -2.81000 0.009 0.001 -0.012
C -0.68744 1.96632 -2.05374 -0.073 0.016 -0.058
N -1.39626 1.63477 -0.96336 0.068 -0.298 -0.079
C -2.41427 2.42235 -0.63186 -0.071 0.018 0.048
Br -3.45148 1.96315 0.87400 0.105 -0.023 -0.091
C -2.76503 3.56127 -1.33290 -0.028 0.028 0.001
H -1.75918 5.13561 -3.87337 0.007 -0.006 0.002
H -0.33719 3.30695 -3.67817 0.001 -0.002 0.003
H 0.09795 1.27153 -2.31438 -0.007 0.003 -0.010
H -3.60365 4.16720 -1.02738 -0.001 -0.007 0.002
F -5.32522 -4.35198 -3.18732 0.029 0.016 0.004
C -4.17478 -3.72985 -2.89152 -0.034 -0.002 0.003
C -4.15367 -2.36858 -2.65683 -0.016 0.009 0.000
F -5.29454 -1.66639 -2.72777 0.015 -0.012 -0.002
C -2.95977 -1.73921 -2.35711 0.024 0.036 0.053
F -3.01697 -0.41427 -2.15293 0.038 0.016 0.023
C -1.74933 -2.41550 -2.26791 0.041 -0.138 0.108
Se -0.09556 -1.58901 -1.80297 -0.210 0.190 0.037
C -1.81150 -3.78406 -2.51672 0.043 0.017 -0.029
F -0.70136 -4.53069 -2.46709 -0.027 0.016 -0.045
C -2.99117 -4.43878 -2.82250 0.026 -0.051 -0.004
F -2.99717 -5.76128 -3.05211 0.000 0.031 0.009
C 0.69911 0.83843 0.92770 -0.182 0.434 0.002
Ge 1.83639 0.51638 2.43223 0.194 -0.068 0.186
C 0.51977 0.37171 3.86742 0.116 0.029 0.078
C 0.36072 -0.74173 4.68017 -0.094 -0.015 -0.014
C -0.65500 -0.79706 5.62459 0.049 0.002 -0.026
C -1.53683 0.26848 5.75297 -0.018 -0.025 0.041
C -1.39981 1.37842 4.93361 -0.001 0.056 -0.055
C -0.37903 1.43019 3.99107 0.038 -0.049 0.127
C 3.05545 -1.10000 2.09406 -0.539 -0.613 1.400
C 2.51067 -1.72839 0.79068 0.890 0.060 -0.032
C 2.84899 -2.83927 1.30986 -1.303 0.454 -1.171
C 5.06773 -4.02443 1.69486 0.207 0.066 -0.681
C 5.11724 -3.81994 4.23657 -0.584 0.362 -0.744
C 3.69978 -1.64001 3.18187 -1.257 0.416 -1.813
C 3.06017 1.98537 2.85571 0.053 -0.066 -0.028
C 4.12875 2.28230 2.01041 0.012 0.021 -0.008
C 5.02695 3.29249 2.32434 -0.012 0.002 0.006
C 4.86756 4.02128 3.49580 0.007 -0.001 -0.013
C 3.80992 3.73573 4.34661 -0.015 0.007 0.009
C 2.91354 2.72260 4.02882 0.015 0.021 0.002
H 1.00649 -1.59340 4.53840 0.104 -0.084 0.049
H -0.75902 -1.67473 6.25313 -0.001 -0.003 0.002
H -2.33746 0.22767 6.48186 0.010 -0.003 -0.003
H -2.09842 2.20314 5.01284 0.004 -0.014 0.003
H -0.30462 2.28823 3.33350 0.001 0.008 -0.012
H 2.02774 -1.14012 0.02996 -0.150 -0.084 0.035
H 4.73283 -3.85536 0.68545 0.357 -0.085 -0.076
H 5.93812 -4.39470 2.22068 0.037 0.003 -0.798
H 4.83849 -4.62406 4.88838 -0.197 0.056 -0.051
H 5.92559 -3.11200 4.26803 0.084 -0.129 0.250
H 4.26919 1.71496 1.09659 -0.005 -0.011 -0.005
H 5.85308 3.50816 1.65787 -0.002 0.000 0.004
H 5.56936 4.80752 3.74593 -0.004 -0.003 -0.003
H 3.68326 4.29944 5.26304 0.002 -0.002 -0.004
H 2.09447 2.50112 4.70396 0.015 -0.003 0.002
Cl 4.11575 -3.49338 2.86736 2.534 -0.348 4.841
C 2.64755 -4.36583 3.25162 -1.113 -0.822 -1.112
C 3.75583 -1.08258 4.49862 0.575 0.285 0.279
C 3.50426 -1.56206 5.73475 -0.055 0.151 -0.227
C 2.83801 -2.73366 6.27061 0.105 0.447 -0.437
C 2.05056 -3.64688 5.68138 0.205 -0.197 0.034
Cl 1.15202 -4.61014 6.87106 -0.023 -0.117 -0.087
C 1.84294 -4.12125 4.30242 -0.488 0.302 0.063
N 0.48786 -4.60249 4.09900 0.287 0.049 0.292
C 0.06519 -5.06365 2.83108 -0.106 0.175 -0.125
C 0.65478 -6.22047 2.32005 -0.066 -0.042 -0.001
C 0.30262 -6.71794 1.08147 0.002 -0.002 0.031
C -0.66676 -6.07056 0.32569 -0.032 -0.005 -0.009
C -1.27735 -4.94419 0.84071 0.015 0.029 0.006
C -0.92923 -4.41584 2.08635 0.022 -0.013 -0.021
C -1.69164 -3.17198 2.51314 0.017 -0.044 -0.107
C -1.36847 -1.96628 1.64534 -0.146 0.137 0.080
O -2.21813 -1.49546 0.84974 0.131 0.062 0.124
O -0.23140 -1.41355 1.75633 -0.018 -0.530 -0.262
H 4.06915 -0.03783 4.46569 0.048 -0.050 0.066
H 3.72521 -0.83001 6.50728 -0.030 -0.093 0.060
H 2.81639 -2.76095 7.35123 0.060 0.034 0.026
H -0.15508 -3.94083 4.50843 -0.050 -0.058 0.028
H 1.40812 -6.71296 2.91666 0.028 -0.007 0.001
H 0.78810 -7.60935 0.70326 0.001 0.010 0.003
H -0.94183 -6.43436 -0.65580 0.008 -0.008 0.014
H -2.03513 -4.42564 0.26064 0.007 -0.009 0.015
H -1.52395 -2.88176 3.55199 0.103 -0.011 -0.017
H -2.75717 -3.37032 2.39560 -0.018 0.039 0.064
```
Forces are in eV/Å.

Atomic partial charges in e from the Mulliken method, atoms 1 to 6: 0.482 -0.553 1.073 -0.853 -0.758 0.142

(2)
Molecular formula: C44H30Cl6F3O2P2STi
Method: DFT, wB97M-V/def2-TZVPD

<S²>	0.75
net charge	-2
energy relative to the best compared isomer or geometry (same formula, charge and spin)	2.109	eV
LUMO (spin up / spin down)	2.88 / 2.88	eV
orbital gap (spin up / spin down)	4.683 / 5.189	eV
spin multiplicity	2
E	-186027.393	eV
molar mass	1002.32	u

Structure (XYZ):
```
89
Properties=species:S:1:pos:R:3:forces:R:3
Ti 11.64937 13.46850 13.13650 -0.209 -0.352 0.218
C 9.13234 20.06103 15.23220 0.365 0.215 -0.495
C 10.05962 19.37619 14.46476 0.788 0.367 -0.555
C 9.99699 18.01786 14.31875 0.255 -0.407 -0.836
C 9.01907 17.26800 14.93041 -0.505 0.802 1.150
C 8.14191 17.95295 15.78794 0.181 0.017 -0.311
C 8.15514 19.35024 15.90562 0.348 -0.427 -0.150
P 9.21319 15.47437 14.71031 -0.464 0.271 -0.302
C 7.89358 14.92384 15.80047 0.694 -1.904 1.434
C 6.59054 14.90174 15.35699 -0.146 1.008 -0.634
C 5.60568 14.36065 16.14708 -3.697 0.091 -0.411
C 5.86513 13.75980 17.35358 2.801 0.654 -1.019
C 7.19427 13.62172 17.76619 -0.129 0.081 -0.685
C 8.20135 14.18942 16.98898 0.873 -0.215 0.325
C 10.67014 15.29787 15.73384 0.595 -0.360 0.207
C 10.87131 15.95065 16.96543 0.801 -0.355 -1.704
C 12.13718 16.20302 17.45395 -1.775 0.817 1.199
C 13.24062 15.70052 16.80113 -0.036 -1.135 -0.261
C 12.96485 14.81753 15.73955 0.461 0.467 -0.380
C 11.68972 14.60672 15.08873 1.905 0.402 0.694
H 9.22081 21.13922 15.22778 -0.301 0.113 0.370
H 10.87905 19.86028 13.92100 -0.435 0.243 0.344
H 10.70753 17.49804 13.68438 0.191 0.088 -0.054
H 7.49548 17.34766 16.39239 -0.577 0.011 0.188
H 7.45983 19.89456 16.52575 -0.219 -0.172 0.186
H 6.38729 15.39937 14.39516 -0.187 -0.402 0.458
H 4.45884 14.38543 15.86274 2.508 0.103 0.178
H 5.12296 13.34565 17.90757 -2.217 -1.127 1.516
H 7.42518 12.98046 18.61305 0.099 0.304 0.041
H 9.27245 13.98382 17.31789 -1.546 0.599 -0.730
H 10.03061 16.37213 17.41790 -1.175 0.777 0.921
H 12.06884 16.84264 18.35067 0.975 -0.334 -0.333
H 14.24963 15.89364 17.20338 -0.465 -0.204 -0.543
H 13.83476 14.37482 15.27958 0.187 -0.316 -0.145
Cl 14.67609 8.55578 9.45420 0.408 -0.089 0.564
C 14.23021 9.58276 10.80664 -0.872 0.285 -0.661
C 14.73526 9.41098 12.09662 -0.613 0.191 -0.452
Cl 15.93761 8.23619 12.48378 0.168 -0.249 -0.256
C 14.20135 10.19561 13.13585 -0.511 0.855 -0.583
Cl 14.80916 10.15909 14.74814 0.202 -0.251 0.119
C 13.24771 11.17446 12.86232 -0.006 1.360 1.325
O 12.88185 12.09786 13.82765 0.262 -1.525 -2.054
C 12.72462 11.36378 11.53272 0.212 0.298 -0.482
O 11.91144 12.34380 11.29230 0.019 0.108 0.892
C 13.21504 10.54714 10.50343 0.619 -0.975 1.042
Cl 12.48160 10.68060 8.91162 0.466 0.034 0.561
Cl 14.97722 13.77866 10.34457 -0.970 0.360 -0.646
C 13.55447 14.55563 9.58798 0.137 -0.104 0.112
C 13.40636 14.46273 8.20626 1.371 -0.832 0.420
C 12.38050 15.08494 7.54943 -1.171 0.959 0.283
C 11.45719 15.81732 8.29100 1.674 -0.099 1.442
C 11.67201 15.97093 9.68800 -1.604 -0.737 -1.206
Cl 10.36539 16.82436 10.51904 0.564 0.006 0.011
C 12.64220 15.26548 10.39964 0.941 0.169 0.372
S 12.86564 15.38860 12.15580 -0.462 0.372 -0.438
H 14.14047 13.87004 7.66127 -0.133 0.157 0.091
H 12.25302 15.09719 6.47787 0.184 -0.426 -0.140
H 10.65841 16.31724 7.80814 -0.718 0.398 -0.232
C 7.14934 14.72941 9.99427 -0.054 1.090 -0.698
P 8.63442 13.72340 9.75374 -0.073 -0.913 0.893
C 8.01595 12.03888 10.25737 0.570 0.362 0.130
C 6.68748 11.81339 10.60302 1.301 0.325 -0.131
C 6.42895 10.61676 11.25783 -0.673 0.575 -0.622
C 7.35921 9.62932 11.47802 0.181 1.345 -0.531
C 8.67639 9.86240 11.06370 -0.740 -1.686 0.573
C 9.00055 11.04999 10.46741 -0.222 0.901 0.088
C 8.56849 13.47160 7.98956 2.108 -0.777 -1.877
C 7.67210 14.04801 7.08436 0.388 -0.102 1.348
C 7.88869 14.07834 5.73485 0.685 -0.920 0.111
C 9.01955 13.45878 5.22094 -1.099 -0.259 -0.186
C 9.88998 12.76809 6.06740 0.089 0.589 0.406
C 9.73798 12.77912 7.46083 -1.400 0.956 -0.195
H 6.36128 14.54195 9.24680 0.084 -0.002 0.608
H 7.47967 15.78778 9.88485 -0.326 -0.598 0.146
H 6.79425 14.57216 10.99712 -0.238 0.101 0.437
H 5.98268 12.63368 10.39735 -0.040 -0.892 0.412
H 5.43523 10.46700 11.56694 -1.245 -0.383 0.511
H 6.97857 8.78123 11.99479 0.378 -0.847 0.300
H 9.36323 9.03859 11.26822 0.351 0.592 -0.231
H 10.03138 11.30416 10.27807 0.200 -0.046 -0.085
H 6.78092 14.50258 7.46328 -0.309 0.309 0.115
H 7.11213 14.48330 5.13630 -0.315 0.449 -0.798
H 9.04448 13.39936 4.13510 0.694 -0.011 0.125
H 10.75836 12.35746 5.59575 0.442 -0.545 0.066
H 10.48442 12.33298 8.15880 -0.645 0.439 -0.732
F 10.19903 8.14814 18.58665 -0.922 -0.164 0.829
C 9.35552 7.96549 19.59198 1.270 0.156 -0.637
F 10.14638 7.88340 20.63673 -0.349 0.013 -0.198
F 9.91432 12.96652 13.32266 -0.206 -0.039 -0.143
```
Forces are in eV/Å.

Atomic partial charges in e from the Mulliken method, atoms 1 to 6: 0.263 -0.342 -0.764 -0.213 0.163 -0.029

(3)
Molecular formula: C44H31N6NaO6PS
Method: DFT, wB97M-V/def2-TZVPD

net charge	-1
energy relative to the best compared isomer or geometry (same formula, charge and spin)	0.468	eV
LUMO	1.85	eV
orbital gap	6.823	eV
E	-91904.334	eV
molar mass	825.80	u

Structure (XYZ):
```
90
Properties=species:S:1:pos:R:3:forces:R:3
Na 1.32289 -0.10089 0.40695 -0.597 -0.517 0.617
O -2.96396 2.87451 0.19490 0.053 -0.165 -0.157
C -1.89047 2.07200 0.41205 0.097 0.040 0.342
O -1.97281 0.87558 0.40568 0.033 0.186 -0.074
C -0.64975 2.85929 0.74809 -0.106 -0.158 -0.240
C -0.71181 4.23051 0.91157 0.049 0.126 0.102
C 0.43540 4.89464 1.34035 -0.111 -0.050 -0.030
C 1.56383 4.15419 1.61014 -0.023 0.016 -0.034
C 1.55095 2.78047 1.36152 -0.088 -0.117 -0.027
N 0.46916 2.14436 0.90657 0.042 0.344 0.180
C 2.80924 1.95062 1.66824 0.075 0.032 -0.104
O 3.42691 2.31368 2.67799 0.056 0.016 -0.020
O 3.04010 1.01884 0.86370 0.546 0.466 0.161
H -3.67314 2.27407 -0.08424 0.000 0.072 0.012
H -1.63733 4.75428 0.73009 -0.013 0.021 -0.008
H 0.42591 5.96819 1.48317 -0.009 -0.002 -0.003
H 2.46848 4.59104 2.00833 0.003 -0.014 0.009
S 4.37824 -2.82752 7.42502 0.038 -0.025 0.045
N 4.67294 -3.24058 5.88649 -0.041 0.069 -0.001
C 3.86051 -2.51590 5.13729 0.016 -0.051 -0.162
C 3.75816 -2.57630 3.68688 0.051 -0.033 0.227
C 4.58377 -3.38722 2.91107 0.056 -0.064 0.011
C 4.39293 -3.41392 1.55232 0.016 -0.013 -0.050
C 3.35865 -2.65172 1.00171 -0.145 -0.009 0.043
N 2.57633 -1.86973 1.73132 0.024 -0.044 0.024
C 2.78309 -1.80452 3.05148 -0.136 0.208 -0.057
C 1.94377 -0.85642 3.83234 0.069 -0.073 -0.233
N 1.09345 -0.08544 3.15055 -0.001 0.041 0.045
C 0.35129 0.77382 3.82509 -0.020 -0.089 -0.056
C 0.41365 0.93577 5.20783 0.004 0.013 0.015
C 1.28977 0.14842 5.91672 -0.036 0.015 0.073
C 2.06706 -0.77367 5.22388 0.128 -0.114 0.133
C 3.02279 -1.64520 5.89075 -0.134 0.134 -0.059
N 3.21352 -1.72585 7.19528 0.035 -0.007 -0.059
H 5.35120 -3.97834 3.39506 -0.002 0.008 -0.010
H 5.01455 -4.01963 0.90712 -0.019 -0.013 -0.003
H 3.12750 -2.70318 -0.05916 0.017 0.028 -0.009
H -0.33978 1.36722 3.23722 0.016 0.009 -0.027
H -0.20414 1.67604 5.69818 -0.016 -0.014 -0.007
H 1.39216 0.22727 6.99157 0.000 0.007 -0.009
O 2.06431 -3.11442 -1.91301 0.066 -0.058 0.022
C 1.41186 -2.10323 -2.18658 -0.219 0.180 -0.116
O 1.22435 -1.07949 -1.46255 0.314 -0.413 -0.295
C 0.71801 -2.02055 -3.53902 -0.061 -0.029 -0.068
C 1.02606 -2.97910 -4.49756 -0.063 0.046 -0.096
C 0.45077 -2.93144 -5.75734 -0.010 0.033 0.035
C -0.44175 -1.91094 -6.06010 0.012 -0.036 -0.004
C -0.76141 -0.95902 -5.10393 -0.065 0.054 -0.001
C -0.20080 -0.99944 -3.82758 0.087 -0.145 0.138
P -0.58121 0.24400 -2.50483 0.022 0.287 -0.220
C 0.66573 1.51807 -3.05612 0.018 -0.041 0.026
C 0.47574 2.24909 -4.23091 0.006 -0.020 -0.046
C 1.40803 3.17846 -4.66832 -0.029 -0.023 0.024
C 2.57037 3.38932 -3.93995 0.012 -0.017 0.012
C 2.78566 2.65912 -2.78173 -0.002 0.023 -0.038
C 1.84835 1.73112 -2.34247 -0.057 0.113 0.016
C -2.15986 1.00619 -3.14695 0.073 -0.133 0.088
C -3.23964 0.15953 -3.42574 -0.013 -0.014 -0.008
C -4.51811 0.65517 -3.62821 0.008 0.066 0.013
C -4.76523 2.02132 -3.52539 0.050 -0.046 -0.007
C -3.71561 2.87417 -3.21554 0.004 -0.066 -0.014
C -2.43313 2.36932 -3.02995 0.042 0.070 -0.011
H 1.73095 -3.75240 -4.22196 -0.004 0.001 0.017
H 0.69724 -3.67928 -6.50147 0.008 0.002 -0.002
H -0.89262 -1.85378 -7.04411 0.006 0.006 0.001
H -1.46082 -0.17213 -5.36208 0.019 -0.027 0.019
H -0.41686 2.08826 -4.82348 -0.002 -0.003 0.009
H 1.22621 3.73314 -5.58140 0.002 -0.013 -0.007
H 3.30562 4.10951 -4.27847 -0.005 0.005 0.006
H 3.69131 2.79837 -2.20421 -0.010 0.001 0.012
H 2.09453 1.18988 -1.44118 -0.141 -0.042 -0.041
H -3.07383 -0.91214 -3.47392 -0.003 0.026 -0.027
H -5.32864 -0.02593 -3.85917 0.001 -0.005 0.007
H -5.76267 2.41254 -3.68395 -0.002 -0.006 0.012
H -3.89223 3.93847 -3.11329 0.013 0.000 -0.007
H -1.63048 3.05494 -2.78105 -0.011 -0.001 0.004
C -5.43610 -3.10020 1.46526 0.039 0.011 0.024
C -4.05617 -2.57087 1.75053 -0.071 -0.029 -0.011
C -3.71978 -2.03955 2.98809 -0.004 0.031 0.034
C -2.42732 -1.57659 3.19829 -0.038 -0.006 -0.106
N -1.47683 -1.60770 2.27263 -0.007 -0.136 -0.005
C -1.80014 -2.11798 1.08469 0.068 0.093 0.031
C -3.06041 -2.60532 0.78289 -0.016 -0.018 -0.031
H -6.14651 -2.78561 2.22955 0.003 0.004 0.000
H -5.43157 -4.19191 1.44025 0.004 -0.001 -0.001
H -5.79534 -2.75293 0.49609 0.005 0.008 -0.005
H -4.45608 -1.97869 3.78124 0.008 0.000 0.003
H -2.14661 -1.15050 4.15799 0.000 -0.014 0.005
H -1.01859 -2.11834 0.33101 0.000 -0.010 0.007
H -3.26375 -2.99928 -0.20607 0.015 0.013 0.001
```
Forces are in eV/Å.

Atomic partial charges in e from the Mulliken method, atoms 1 to 6: 1.066 -0.553 0.076 -0.211 0.028 -0.542